A molecular structure, C5H7N in a non-equilibrium geometry, computed with wB97M-V/def2-TZVPD.

The geometry in ORCA input format:
```
! RIJCOSX wB97M-V def2-TZVPD def2/J DEFGRID3
* xyz 0 1
N -1.01264 -1.29084 -0.35086
C -1.83992 -0.32694 -0.25989
C -0.87919 0.85029 0.05269
C 0.08159 0.26753 1.13747
C 0.65470 -0.51092 -0.02409
C 0.31166 0.64370 -0.93516
H -1.32841 1.83459 0.18156
H 0.75120 1.05575 1.49100
H -0.34051 -0.28611 1.98127
H 1.60212 -1.08583 -0.02412
H -0.47736 -2.11454 -0.39625
H 0.10025 0.43485 -1.98770
H 1.01143 1.47793 -0.84055
*
```

Summary:
**HOMO-LUMO gap**: 8.78 eV
**ΔE to the lowest compared entry with this formula, charge and spin**: 117.9 kcal per mole
**F_max**: 3.54 eV/A

***

A molecular structure, C27H32CrN3OS3SbSiTe, computed with wB97M-V/def2-TZVPD.

The geometry in ORCA input format:
```
! RIJCOSX wB97M-V def2-TZVPD def2/J DEFGRID3
* xyz -1 6
Cr 0.28559 0.33069 -0.13289
S -0.65149 3.99234 -3.18476
Sb -0.22084 1.75214 -3.26692
S 1.62803 1.46073 -1.72346
S -1.68303 1.05436 -1.27319
C -1.78294 -2.36565 2.58698
C -2.16785 -1.46905 3.62609
C -1.85914 -0.14693 3.53161
C -1.16573 0.34670 2.39239
N -0.78509 -0.54662 1.40122
C -1.08453 -1.84821 1.52783
C -0.81930 1.70483 2.18257
C -1.14460 2.75764 3.07017
C -0.76689 4.03629 2.77489
C -0.07326 4.31012 1.57970
C 0.21768 3.25981 0.74620
N -0.11024 1.98813 1.03493
H -1.99447 -3.42512 2.63275
H -2.69802 -1.83771 4.49688
H -2.13815 0.53460 4.32437
H -0.72630 -2.48021 0.72355
H -1.70177 2.54725 3.97255
H -1.02270 4.84107 3.45524
H 0.21181 5.31357 1.29676
H 0.71483 3.40488 -0.20452
C -1.00539 -1.78717 -3.09864
Si 0.46740 -2.46816 -2.17582
C -0.13924 -4.17018 -1.63079
C 1.80779 -2.62633 -3.47633
N 0.99483 -1.52484 -0.81314
C 2.11379 -1.96028 -0.12215
C 2.83979 -3.15184 -0.35589
C 3.95524 -3.52122 0.38620
C 4.43318 -2.71841 1.40446
C 3.77222 -1.51945 1.65918
C 2.66675 -1.17958 0.91496
O 1.98930 0.04278 1.11098
C 2.33417 0.82103 2.21741
C 1.93850 0.42060 3.47796
C 2.24419 1.23508 4.55668
C 2.93094 2.43042 4.36002
C 3.31354 2.80888 3.07961
C 3.01767 1.99478 1.99215
H -1.62491 -2.63945 -3.40376
H -0.69489 -1.24911 -3.99570
H -1.62921 -1.11586 -2.50534
H -0.22025 -4.83988 -2.49782
H -1.14758 -4.06378 -1.20826
H 0.48547 -4.65503 -0.87916
H 1.35086 -2.82478 -4.45235
H 2.54453 -3.40981 -3.28629
H 2.33917 -1.67067 -3.53384
H 2.52596 -3.80998 -1.14716
H 4.45607 -4.45296 0.14929
H 5.30304 -2.99714 1.98541
H 4.13128 -0.85305 2.43142
H 1.39273 -0.50827 3.59847
H 1.93282 0.94132 5.55192
H 3.15653 3.07069 5.20379
H 3.83091 3.74726 2.91860
H 3.27351 2.26825 0.97491
C -4.77727 0.01357 -2.16652
Te -3.77259 -0.74663 -0.46879
C -4.83710 -2.59865 -0.63385
H -4.50308 -0.58412 -3.03430
H -4.44298 1.03910 -2.30099
H -5.85099 -0.02368 -1.99419
H -5.89502 -2.37183 -0.77276
H -4.68703 -3.13843 0.30180
H -4.45908 -3.18795 -1.46811
*
```

Summary:
**HOMO-LUMO gap (spin up / spin down)**: 4.81 / 4.74 eV
**⟨S²⟩**: 8.822
**ΔE to the lowest compared entry with this formula, charge and spin**: 10.1 kcal per mole
**F_max**: 0.87 eV/A

***

2 unconnected molecules or ions with the total composition C3H8N2O in a non-equilibrium geometry, computed with wB97M-V/def2-TZVPD.

The geometry in ORCA input format:
```
! RIJCOSX wB97M-V def2-TZVPD def2/J DEFGRID3
* xyz 0 1
C 0.42464 1.98433 0.81587
C -1.11805 -1.53895 -0.61989
C 1.05625 0.70913 0.57050
N 2.88252 -0.56783 -0.19869
N 2.06673 0.11535 0.42561
O -0.43849 -0.35684 -1.00357
H 1.05670 2.90045 0.58414
H -0.37415 2.22416 0.02930
H -0.06025 2.17169 1.81280
H -1.85733 -1.84229 -1.44279
H -1.65938 -0.98293 0.29118
H -0.42235 -2.26321 -0.22892
H 0.48413 -0.48082 -1.51606
H 3.49345 -1.07216 0.35916
*
```

Summary:
**HOMO-LUMO gap**: 8.69 eV
**ΔE to the lowest compared entry with this formula, charge and spin**: 129.2 kcal per mole
**F_max**: 4.60 eV/A

***

C6H8N2O3 in the gas phase in a non-equilibrium geometry, computed with wB97M-V/def2-TZVPD.

The geometry in ORCA input format:
```
! RIJCOSX wB97M-V def2-TZVPD def2/J DEFGRID3
* xyz 0 1
C -1.87129 0.74902 0.95562
C -1.60277 -0.46326 1.67695
C -1.07164 1.03715 -0.12659
C -0.62752 -1.28880 1.34503
C -0.05474 0.07277 -0.58571
C 2.39910 0.64739 -0.08156
N 0.07115 -1.05337 0.23678
N -0.29054 -0.34540 -2.04418
O -0.74356 0.49643 -2.76920
O 0.06791 -1.45823 -2.38171
O 1.24480 0.87886 -0.90220
H -2.63803 1.48829 1.16423
H -2.28869 -0.71637 2.36915
H -1.01066 2.02030 -0.58700
H -0.42898 -2.17297 1.93522
H 2.88390 -0.25585 -0.35525
H 2.26151 0.92453 0.91451
H 3.16452 1.35276 -0.48734
H 0.53554 -1.91324 -0.27676
*
```

Summary:
**HOMO-LUMO gap**: 8.94 eV
**Structure (SMILES)**: CO[C@]1([N+](=O)[O-])C=CC=CN1
**ΔE to the lowest compared entry with this formula, charge and spin**: 125.8 kcal per mole
**F_max**: 5.31 eV/A

***

C4H8O in the gas phase, computed with wB97M-V/def2-TZVPD.

The geometry in ORCA input format:
```
! RIJCOSX wB97M-V def2-TZVPD def2/J DEFGRID3
* xyz 0 1
C -1.25471 0.92103 0.65262
C 0.19028 -0.14563 -0.71776
C 0.70808 -1.53257 -0.57934
C 0.57320 0.79220 0.28621
O 1.17936 0.46438 1.32662
H -1.64407 0.03957 1.15493
H -1.04371 1.67409 1.42284
H -1.91792 1.35449 -0.09437
H -0.11896 0.21287 -1.69891
H 1.80086 -1.47016 -0.74769
H 0.30784 -2.25197 -1.29422
H 0.62118 -1.86515 0.45687
H 0.59858 1.80686 -0.16779
*
```

Summary:
**HOMO-LUMO gap**: 8.24 eV
**ΔE to the lowest compared entry with this formula, charge and spin**: 81.5 kcal per mole
**F_max**: 0.66 eV/A

***

A molecular structure, C5H8O2 in a non-equilibrium geometry, computed with wB97M-V/def2-TZVPD.

The geometry in ORCA input format:
```
! RIJCOSX wB97M-V def2-TZVPD def2/J DEFGRID3
* xyz 0 1
O 1.82300 -0.04704 -0.66239
C 1.13567 0.40580 0.53903
C -0.02444 1.30563 0.07225
C -0.90200 0.02122 0.15089
O -2.22409 -0.00235 0.54939
C -0.42784 -0.90454 -0.87280
C 0.14893 -0.61168 0.95122
H 2.22006 -0.89429 -0.41168
H 1.88208 0.74848 1.23617
H -0.32684 2.04687 0.81341
H 0.11034 1.76847 -0.91269
H -2.74903 0.19985 -0.23536
H -0.75639 -1.92173 -0.85631
H -0.12608 -0.58632 -1.88104
H 0.25059 -1.52038 1.52540
*
```

Summary:
**HOMO-LUMO gap**: 9.11 eV
**ΔE to the lowest compared entry with this formula, charge and spin**: 95.7 kcal per mole
**F_max**: 2.64 eV/A

***

7 unconnected molecules or ions with the total composition H13O6S in a non-equilibrium geometry, computed with wB97M-V/def2-TZVPD.

The geometry in ORCA input format:
```
! RIJCOSX wB97M-V def2-TZVPD def2/J DEFGRID3
* xyz -1 1
S -0.15416 -0.46465 -2.08162
H 0.52261 0.37635 -3.09236
H -0.50698 1.36603 -0.81468
H -1.76198 2.35472 -0.49563
O -0.80840 2.17771 -0.27302
H 0.84225 -0.68366 1.32546
H 0.03504 -0.03734 2.39747
O 0.46234 -0.90476 2.19121
H -2.36497 -0.45199 0.11138
H -2.27319 -1.17443 -1.09385
O -2.77116 -1.15468 -0.32702
H 2.77404 0.14641 0.36589
H 1.50288 0.42657 -0.52147
O 2.00406 0.68359 0.34277
H 0.61855 2.16312 2.69018
H -0.42813 2.38214 1.85341
O -0.32108 2.10793 2.77939
H 1.63607 -3.24947 -1.91970
H 0.25452 -2.54721 -1.61066
O 0.73768 -3.51636 -1.82713
*
```

Summary:
**HOMO-LUMO gap**: 8.27 eV
**ΔE to the lowest compared entry with this formula, charge and spin**: 30.7 kcal per mole
**F_max**: 3.98 eV/A